No. 1
C5H9N | wB97M-V/def2-TZVPD

Atoms and positions in Å:
N  -0.8487  -0.2635  0.5575
C  -0.3223  -1.5524  1.6130
C  0.1868  0.7066  0.2584
C  -0.7007  -1.6734  0.1860
C  0.9725  0.6552  -1.0184
C  -0.0779  1.7153  -0.8165
H  0.7126  1.0611  1.1422
H  0.7635  -1.3775  1.6684
H  0.2306  2.7435  -0.6523
H  -1.0066  1.5979  -1.3674
H  0.0842  -1.8258  -0.5516
H  -1.1188  -0.3936  1.6481
H  0.7494  -0.1310  -1.7333
H  -1.6434  -2.1466  -0.0915
H  2.0202  0.9393  -0.9789

Values from the calculation:
Frontier orbital gap ... 9.5 eV

Atom charges from the Mulliken analysis, given in e for atoms 1 to 8: N -0.214; C -0.801; C 0.081; C -0.177; C -0.666; C -0.561; H 0.329; H 0.162

---

No. 2
C5H9N | wB97M-V/def2-TZVPD

Atoms and positions in Å:
N  -0.8339  1.4402  0.1156
C  -0.1425  0.5100  0.8629
C  0.4934  -0.6007  -1.4008
C  -0.1008  0.6685  2.3005
C  0.6246  -0.5179  0.0942
C  0.2077  -1.7098  -2.2034
H  0.1331  -2.7215  -1.7746
H  -1.3560  2.2209  0.5049
H  -0.8727  0.9521  -0.8864
H  0.5379  0.3129  -2.0533
H  0.9882  -1.2347  0.7242
H  -1.0889  0.7246  2.7088
H  0.5242  1.5522  2.6701
H  0.1339  -1.6944  -3.3682
H  0.3422  -0.2941  2.7447

Values from the calculation:
SMILES ... C=C/C=C(/C)N
Frontier orbital gap ... 8.3 eV

Atom charges from the Mulliken analysis, given in e for atoms 1 to 8: N -0.415; C 0.553; C -0.368; C -1.117; C -0.569; C -0.717; H 0.275; H 0.203

---

No. 3
C5H9N | wB97M-V/def2-TZVPD

Atoms and positions in Å:
N  1.7925  -2.0034  -0.3196
C  0.8040  -0.0635  0.9551
C  -0.7993  1.7153  -0.0777
C  -0.4684  -0.7869  -0.6908
C  0.8911  -1.1469  -0.1018
C  -0.6139  0.2919  0.4208
H  -1.2025  -1.6000  -0.6867
H  -0.7217  2.4361  0.7434
H  1.5313  -2.5990  -1.1102
H  -0.0315  1.9706  -0.8199
H  1.5523  0.7287  0.8254
H  -1.3994  0.0309  1.1381
H  -1.7792  1.8414  -0.5517
H  0.8579  -0.4385  1.9826
H  -0.4133  -0.3767  -1.7068

Values from the calculation:
SMILES ... CC1CC(=N)C1
Frontier orbital gap ... 10.7 eV

Atom charges from the Mulliken analysis, given in e for atoms 1 to 8: N -0.656; C -0.728; C -1.532; C -0.749; C 0.344; C 0.489; H 0.293; H 0.360

---

No. 4
C5H9N | wB97M-V/def2-TZVPD

Atoms and positions in Å:
N  -2.1024  -0.4280  -1.1076
C  0.8435  0.0830  -1.2544
C  0.7340  0.0618  1.2913
C  0.0359  0.0283  -0.0031
C  -1.2765  -0.2568  0.0235
C  1.9822  0.5003  1.4771
H  -1.7890  -0.0994  0.9581
H  2.6960  0.6376  0.6808
H  -1.6102  -0.0997  -1.9288
H  1.8724  -0.2553  -1.0959
H  0.4694  -0.5467  -2.0505
H  -2.9476  0.1113  -0.9704
H  2.3219  0.6239  2.4924
H  0.1653  -0.1166  2.2019
H  1.0089  1.0984  -1.6286

Values from the calculation:
SMILES ... C=C/C(C)=C/N
Frontier orbital gap ... 8.8 eV

Atom charges from the Mulliken analysis, given in e for atoms 1 to 8: N -0.557; C -1.474; C -0.382; C 1.118; C -0.399; C -0.858; H 0.269; H 0.213

---

No. 5
C5H9N | wB97M-V/def2-TZVPD

Atoms and positions in Å:
N  -4.0502  -0.1546  0.6410
C  1.8316  0.8628  0.3385
C  1.7839  0.0904  1.4168
C  2.0106  0.2637  -0.9852
C  -3.0282  -0.3986  0.0428
C  -2.0396  -0.5477  -0.8182
H  0.9546  0.4340  -1.5310
H  1.4489  1.8825  0.3371
H  1.5914  0.5233  2.4217
H  -4.2865  -0.8496  1.4182
H  -1.0393  -0.1313  -0.5325
H  -2.2123  -1.2303  -1.5249
H  2.7918  0.8537  -1.5748
H  2.0954  -0.7157  -1.0805
H  2.1479  -0.8827  1.4310

Values from the calculation:
SMILES ... C=C=N.C=CC
Frontier orbital gap ... 10.0 eV

Atom charges from the Mulliken analysis, given in e for atoms 1 to 8: N -0.454; C 0.044; C -0.742; C -0.912; C 0.504; C -0.715; H 0.159; H 0.296

---

No. 6
C5H9N | wB97M-V/def2-TZVPD

Atoms and positions in Å:
N  1.1665  -1.0017  -1.0823
C  -2.2152  -0.4697  -0.3835
C  2.1734  -0.7412  0.0275
C  1.7202  0.1202  -1.0442
C  -0.6812  1.1498  0.7314
C  -1.2211  -0.2217  0.4609
H  1.7138  1.0622  -1.5824
H  -2.6691  0.3317  -0.9630
H  3.1195  -1.2694  -0.0634
H  -0.7635  -1.0503  1.0042
H  0.3980  1.2209  0.5542
H  -2.6135  -1.4696  -0.5206
H  -0.8491  1.4200  1.7795
H  -1.1797  1.8907  0.0981
H  1.7822  -0.6482  1.0446

Values from the calculation:
SMILES ... C1=NC1.C=CC
Frontier orbital gap ... 10.6 eV

Atom charges from the Mulliken analysis, given in e for atoms 1 to 8: N -0.338; C -0.749; C -0.163; C -0.190; C -0.918; C 0.153; H 0.309; H 0.232

---

No. 7
C5H9N | wB97M-V/def2-TZVPD

Atoms and positions in Å:
N  2.5713  -1.1799  1.0290
C  1.6440  0.5434  -0.6550
C  -1.9745  -0.3532  0.5209
C  0.2973  -0.2461  -0.4928
C  -0.8138  0.5642  0.1555
C  2.3590  -0.3194  0.2827
H  1.5973  1.5943  -0.3277
H  -2.7910  0.1940  1.0008
H  -2.3707  -0.8456  -0.3755
H  -1.1534  1.3744  -0.5021
H  0.0118  -0.7079  -1.4428
H  0.5890  -1.0687  0.2001
H  2.0848  0.5412  -1.6633
H  -1.6330  -1.1377  1.2075
H  -0.4181  1.0471  1.0628

Values from the calculation:
SMILES ... CCCCC#N
Frontier orbital gap ... 11.7 eV

Atom charges from the Mulliken analysis, given in e for atoms 1 to 8: N -0.521; C -0.549; C -1.244; C -0.548; C -0.356; C 0.381; H 0.274; H 0.349

---

No. 8
C5H9N | wB97M-V/def2-TZVPD

Atoms and positions in Å:
N  0.7072  -0.5412  0.1319
C  -0.2739  -0.5444  1.0426
C  -1.1304  0.7021  -0.7265
C  1.9757  -0.8883  0.3032
C  0.1703  -0.0097  -1.1414
C  -1.1627  0.6261  0.8092
H  -1.0981  1.7323  -1.0676
H  -0.6972  1.5286  1.2439
H  -0.1060  -1.0602  1.9721
H  -2.0099  0.2019  -1.1464
H  -2.1802  0.5456  1.2053
H  2.6095  -1.1137  -0.5416
H  2.3271  -0.9609  1.3235
H  -0.0469  -0.8574  -1.7922
H  0.9154  0.6393  -1.6161

Values from the calculation:
Frontier orbital gap ... 7.5 eV

Atom charges from the Mulliken analysis, given in e for atoms 1 to 8: N 0.151; C -0.647; C -0.490; C -0.512; C -0.639; C -0.493; H 0.256; H 0.237

---

No. 9
C5H9N | wB97M-V/def2-TZVPD

Atoms and positions in Å:
N  1.3560  0.2456  1.3888
C  -1.1902  -0.1811  -1.3486
C  2.6060  0.6713  1.3467
C  -0.5042  -0.1242  0.0102
C  0.8536  0.1159  -0.0012
C  -2.6333  -0.6105  -0.9979
H  2.8961  1.1701  0.4125
H  -2.7771  -1.5958  -0.4277
H  -3.3410  -0.5331  -1.8292
H  -0.5388  -0.9754  -1.9249
H  -1.0840  0.7016  -2.0229
H  -0.9757  -0.6304  0.9710
H  1.2562  0.3687  -0.9274
H  3.3678  0.5231  2.1153
H  -3.0869  0.0234  -0.1430

Values from the calculation:
SMILES ... C=N/C=C/CC
Frontier orbital gap ... 9.3 eV

Atom charges from the Mulliken analysis, given in e for atoms 1 to 8: N -0.368; C -0.243; C -0.249; C -0.173; C -0.308; C -1.193; H 0.187; H 0.301

---

No. 10
C5H9N | wB97M-V/def2-TZVPD

Atoms and positions in Å:
N  0.7936  2.5907  -0.0516
C  -0.7493  -0.5534  -0.2857
C  2.0033  -0.4462  -0.2731
C  0.5830  0.0354  0.3301
C  0.6189  1.4722  0.1732
C  -2.0432  0.1157  0.2412
H  1.8303  -1.4742  -0.0490
H  -2.1886  -0.0302  1.3194
H  2.9341  -0.0367  0.2001
H  -0.8326  -1.6336  -0.0874
H  -2.0494  1.1939  0.0476
H  0.5013  -0.1987  1.4141
H  2.1899  -0.2332  -1.3538
H  -0.7205  -0.4326  -1.3723
H  -2.9334  -0.3014  -0.2533

Values from the calculation:
SMILES ... CC[C@@H](C)C#N
Frontier orbital gap ... 12.1 eV

Atom charges from the Mulliken analysis, given in e for atoms 1 to 8: N -0.485; C -0.526; C -1.205; C 0.459; C 0.119; C -1.169; H 0.343; H 0.296

---

No. 11
C5H9N | wB97M-V/def2-TZVPD

Atoms and positions in Å:
N  0.4744  0.0457  0.8536
C  0.9210  -1.4072  -1.6887
C  -0.1464  -0.6843  -1.3963
C  -0.1355  0.3893  -0.3656
C  -0.3176  0.2340  2.0745
C  -0.5435  1.6282  -0.6014
H  -0.2442  2.4783  -0.0113
H  -0.3508  1.2836  2.3667
H  0.9288  -2.1743  -2.4425
H  1.8978  -1.2851  -1.2291
H  0.1901  -0.3173  2.8642
H  -1.0561  1.8098  -1.5367
H  -1.3532  -0.1118  1.9944
H  0.8429  -0.8897  0.9085
H  -1.1076  -0.9990  -1.7904

Values from the calculation:
SMILES ... C=CC(=C)NC
Frontier orbital gap ... 9.3 eV

Atom charges from the Mulliken analysis, given in e for atoms 1 to 8: N -0.336; C -0.699; C -0.300; C 0.508; C -0.921; C -0.889; H 0.300; H 0.276

---

No. 12
C5H9N | wB97M-V/def2-TZVPD

Atoms and positions in Å:
N  0.4020  -1.8932  0.1454
C  0.3226  -0.7260  -0.1255
C  -2.6309  0.2572  0.2597
C  2.4827  0.2601  0.3646
C  0.4859  0.6118  -0.2688
C  -1.7425  0.1520  -0.7190
H  0.6970  1.0006  -1.2517
H  -2.0542  0.1787  -1.7646
H  -2.3323  0.2412  1.3093
H  -0.4198  -2.4846  0.0641
H  -3.7059  0.3595  0.0997
H  2.9900  -0.4202  -0.3133
H  2.8342  1.2839  0.2689
H  0.1894  1.2645  0.5369
H  2.4816  -0.0855  1.3943

Values from the calculation:
Frontier orbital gap (alpha / beta) ... 7.4 / 7.4 eV

Atom charges from the Mulliken analysis, given in e for atoms 1 to 8: N -0.488; C 0.716; C -0.546; C -1.259; C -0.639; C -0.548; H 0.291; H 0.252

---

No. 13
C5H9N | wB97M-V/def2-TZVPD

Atoms and positions in Å:
N  -0.4323  -0.1872  1.3915
C  -0.9680  -0.4941  -0.0229
C  0.8528  -0.3114  0.6647
C  0.9229  0.8854  -0.3149
C  0.1635  -1.6046  -0.0669
C  -0.5664  0.7698  -0.8813
H  1.8781  -0.1088  1.4457
H  -2.0170  -0.7327  0.3662
H  1.6908  0.7116  -1.0070
H  0.4312  -1.8576  -1.2198
H  1.1403  1.8823  0.1704
H  -0.4894  -2.3862  0.5653
H  -0.9533  0.8386  -2.0513
H  -1.1459  1.7400  -0.6330
H  -0.5075  0.8549  1.5931

Values from the calculation:
Frontier orbital gap ... 10.6 eV

Atom charges from the Mulliken analysis, given in e for atoms 1 to 8: N -0.576; C -0.058; C -0.023; C -0.755; C -0.577; C -0.643; H 0.229; H 0.365

---

No. 14
C5H9N | wB97M-V/def2-TZVPD

Atoms and positions in Å:
N  0.7957  -1.0631  2.6700
C  -0.2213  -0.9028  1.6435
C  0.0515  1.1099  -1.7146
C  -0.5265  1.2397  -2.9492
C  -0.3001  -0.0547  -0.7327
C  0.2879  -0.1135  0.5068
H  1.1999  0.5356  0.5164
H  0.6919  1.9609  -1.4344
H  -0.7052  0.4155  -3.5907
H  -1.2016  -0.4927  2.1667
H  0.9085  -2.0167  2.8560
H  -1.2889  -0.4777  -0.9134
H  0.5232  -0.5526  3.4899
H  -0.6129  -1.8152  1.1655
H  -0.8336  2.2133  -3.4695

Values from the calculation:
Total charge ... +1
2S+1 ... 2
Expectation value of S² ... 0.785
Frontier orbital gap (alpha / beta) ... 8.5 / 5.8 eV

Atom charges from the Mulliken analysis, given in e for atoms 1 to 8: N -0.582; C -0.338; C -0.088; C -0.552; C -0.151; C -0.102; H 0.328; H 0.346

---

No. 15
C5H9N | wB97M-V/def2-TZVPD

Atoms and positions in Å:
N  -1.8582  0.5174  0.4752
C  -1.8883  -0.7400  -0.0330
C  2.0879  -1.2392  -0.7688
C  -0.6243  1.1729  0.6467
C  1.4781  -0.2685  0.2309
C  0.5234  0.8494  -0.3113
H  1.0948  1.8379  -0.5347
H  -1.2506  -1.5625  0.2210
H  1.7196  0.0738  1.2796
H  0.8900  -1.1811  0.2552
H  0.0367  0.3798  -1.2212
H  3.0771  -0.8679  -1.2582
H  -2.7752  -0.9774  -0.6511
H  1.5207  -2.1690  -1.0769
H  -0.7654  2.1972  1.0730

Values from the calculation:
Total charge ... +1
2S+1 ... 2
Expectation value of S² ... 0.755
Frontier orbital gap (alpha / beta) ... 5.7 / 7.5 eV

Atom charges from the Mulliken analysis, given in e for atoms 1 to 8: N -0.204; C -0.101; C -0.844; C 0.135; C -0.187; C -0.579; H 0.333; H 0.319

---

No. 16
C5H9N2 | wB97M-V/def2-TZVPD

Atoms and positions in Å:
N  1.3416  -0.3206  0.0588
N  -1.7325  -0.2210  0.2695
C  -1.0354  0.9958  0.2685
C  -1.4752  -1.4091  0.3527
C  2.5017  -0.2335  -0.0130
C  3.9015  -0.1090  -0.0556
C  -3.0997  -0.5051  -0.2671
H  -1.2589  1.4666  -0.7049
H  4.4276  -0.9655  -0.3315
H  4.1221  0.0762  0.9603
H  -3.7564  -0.0101  0.3435
H  4.0504  0.6043  -0.9044
H  -3.2567  -0.2949  -1.3632
H  0.0204  0.8937  0.2917
H  -1.4462  1.6113  1.2054
H  -3.3044  -1.5790  -0.1106

Values from the calculation:
Total charge ... +1
Frontier orbital gap ... 10.4 eV

Atom charges from the Mulliken analysis, given in e for atoms 1 to 8: N -0.451; N 0.377; C -0.488; C 0.085; C 0.411; C -0.929; C -0.897; H 0.300

---

The records above give, respectively, relative energy (zero: lowest compared OMol25 entry of this formula, charge and spin) values of 119.49, 59.07, 20.82, 26.04, 73.11, 72.55, 21.74, 54.80, 72.95, 14.92, 39.51, 163.67, 102.73, 65.74, 136.53, 145.60 kcal per mole.